# 1
{"formula": "C13H12AsBeCl2F6PS2", "method": "ωB97M-V/def2-TZVPD", "e_tot_ha": -5410.39839, "total_charge": 1, "spin_multiplicity": 2, "largest_force_ev_per_a": 1.50, "elements": ["Be", "Cl", "C", "Cl", "H", "H", "F", "As", "F", "F", "F", "F", "F", "S", "P", "S", "C", "C", "C", "C", "C", "C", "C", "C", "C", "C", "C", "C", "H", "H", "H", "H", "H", "H", "H", "H", "H", "H"], "xyz": [[-12.819, 6.780, -1.961], [-11.892, 7.866, -5.110], [-12.773, 9.000, -4.207], [-12.473, 8.889, -2.408], [-13.823, 8.801, -4.358], [-12.442, 10.012, -4.442], [-11.390, 6.195, -1.992], [-11.125, 5.990, -0.082], [-11.931, 4.470, -0.289], [-12.867, 6.732, -0.394], [-10.567, 7.601, -0.149], [-11.316, 5.988, 1.607], [-9.577, 5.327, -0.221], [-15.863, 6.219, -0.268], [-15.716, 5.370, -2.077], [-14.286, 6.068, -3.236], [-17.343, 5.895, -2.555], [-17.529, 7.070, -3.329], [-18.824, 7.488, -3.624], [-19.887, 6.793, -3.106], [-19.694, 5.617, -2.354], [-18.434, 5.193, -2.030], [-15.702, 3.569, -2.088], [-15.776, 2.886, -3.285], [-15.876, 1.515, -3.289], [-15.869, 0.795, -2.074], [-15.736, 1.467, -0.873], [-15.701, 2.865, -0.876], [-16.665, 7.564, -3.740], [-18.966, 8.360, -4.254], [-20.894, 7.100, -3.307], [-20.569, 5.079, -1.967], [-18.253, 4.291, -1.450], [-15.734, 3.382, -4.252], [-15.979, 0.968, -4.220], [-15.880, -0.287, -2.135], [-15.661, 0.954, 0.100], [-15.618, 3.437, 0.058]], "forces_ev_per_angstrom": [[-0.37, 0.18, -0.25], [0.83, -0.90, -0.52], [-0.26, 0.86, 0.48], [-0.08, -0.08, -0.07], [-0.22, 0.33, 0.15], [-0.34, -0.16, -0.01], [0.64, -0.48, 0.07], [0.23, -0.81, 0.49], [0.44, 0.98, 0.04], [-0.21, 0.10, 0.45], [-0.28, -0.36, -0.01], [-0.08, 0.08, -0.82], [-0.55, 0.19, -0.15], [0.00, 0.09, 0.60], [-0.43, -1.05, 0.42], [1.07, 0.55, -0.89], [-0.16, 1.25, -0.65], [-0.31, -1.02, 0.27], [1.06, 0.37, -0.07], [-0.25, -1.20, 0.41], [-1.10, 0.48, 0.29], [0.38, -0.37, -0.30], [-0.08, 0.12, 1.26], [0.06, -0.03, -0.98], [-0.21, -0.87, 0.82], [0.38, 0.28, -0.85], [-0.07, 0.35, 0.67], [0.28, 0.34, 0.04], [0.08, 0.20, 0.00], [-0.08, -0.08, 0.12], [-0.33, 0.18, -0.11], [0.45, 0.26, -0.26], [-0.19, 0.14, -0.02], [-0.08, 0.20, 0.19], [0.11, 0.13, 0.05], [-0.13, 0.06, 0.23], [-0.13, 0.13, -0.72], [-0.10, -0.44, -0.36]]}

***

# 2
{"formula": "C13H12AuF6N3O5S2", "method": "ωB97M-V/def2-TZVPD", "e_tot_ha": -2574.27745, "largest_force_ev_per_a": 1.91, "de_lowest_kcal_mol": 9.6, "elements": ["Au", "F", "C", "F", "F", "S", "O", "O", "N", "S", "O", "O", "C", "F", "F", "F", "C", "N", "N", "C", "O", "C", "C", "C", "C", "C", "C", "C", "C", "C", "H", "H", "H", "H", "H", "H", "H", "H", "H", "H", "H", "H"], "xyz": [[-0.232, 0.032, -0.032], [-3.315, -3.757, 0.997], [-3.122, -2.443, 0.952], [-4.291, -1.843, 1.173], [-2.301, -2.116, 1.950], [-2.411, -1.905, -0.713], [-1.150, -2.565, -0.818], [-3.415, -2.176, -1.672], [-2.174, -0.340, -0.401], [-3.005, 0.842, -1.095], [-2.116, 1.878, -1.523], [-4.039, 0.424, -1.966], [-3.832, 1.581, 0.436], [-2.981, 1.580, 1.468], [-4.180, 2.850, 0.218], [-4.918, 0.918, 0.806], [3.872, 4.320, -0.837], [3.718, 2.957, -0.414], [2.486, 2.411, -0.124], [2.618, 1.043, -0.037], [1.728, 0.236, 0.325], [3.975, 0.764, -0.337], [4.611, 1.956, -0.569], [6.045, 2.214, -0.853], [1.463, 3.190, 0.488], [0.241, 3.362, -0.142], [-0.761, 4.073, 0.500], [-0.538, 4.622, 1.751], [0.687, 4.448, 2.376], [1.693, 3.737, 1.747], [2.956, 4.861, -0.613], [4.069, 4.380, -1.911], [4.702, 4.785, -0.303], [4.399, -0.218, -0.338], [6.594, 1.278, -0.798], [6.449, 2.904, -0.112], [6.188, 2.653, -1.840], [0.065, 2.946, -1.118], [-1.714, 4.191, 0.012], [-1.317, 5.184, 2.242], [0.860, 4.861, 3.358], [2.656, 3.606, 2.220]], "forces_ev_per_angstrom": [[0.51, 0.41, 0.36], [0.11, 0.02, -0.36], [0.01, 0.07, 0.03], [0.00, 0.11, -0.23], [0.22, 0.12, -0.12], [-0.51, -1.72, 0.65], [0.16, 0.10, 0.23], [-0.47, 0.12, -0.19], [0.08, -0.12, -0.37], [-0.87, 1.54, 0.28], [0.20, -0.05, 0.17], [-0.39, -0.30, -0.05], [0.12, 0.06, 0.23], [0.19, -0.10, -0.09], [0.04, 0.02, -0.39], [-0.01, -0.24, -0.27], [0.02, 0.40, -0.27], [0.34, -0.26, 0.31], [-0.23, -0.30, -0.32], [0.47, 0.30, -0.13], [0.46, -0.03, 0.22], [-0.05, 0.07, -0.05], [-0.38, -0.28, 0.37], [-0.08, 0.08, -0.08], [-0.26, 0.25, 0.30], [0.20, -0.02, 0.00], [-0.01, 0.05, 0.00], [-0.04, -0.06, -0.03], [0.14, 0.05, 0.02], [0.04, -0.09, -0.11], [0.08, 0.03, 0.01], [-0.08, 0.01, 0.05], [-0.09, -0.01, 0.02], [0.13, -0.17, -0.02], [0.02, 0.03, -0.04], [0.08, 0.02, -0.01], [0.04, 0.01, -0.06], [-0.02, -0.14, -0.16], [-0.13, 0.00, -0.07], [-0.09, 0.02, 0.05], [0.02, 0.06, 0.07], [0.04, -0.08, 0.06]]}

***

# 3
{"formula": "C13H12ClF2NO4", "method": "ωB97M-V/def2-TZVPD", "e_tot_ha": -1518.27902, "largest_force_ev_per_a": 1.48, "de_lowest_kcal_mol": 3.7, "elements": ["O", "C", "N", "H", "C", "C", "H", "H", "C", "H", "H", "H", "C", "O", "O", "C", "C", "C", "C", "C", "C", "C", "O", "C", "F", "F", "H", "H", "H", "Cl", "H", "H", "H"], "xyz": [[-5.350, -0.220, -1.533], [-4.499, -0.243, -0.682], [-3.525, -1.175, -0.558], [-3.341, -1.863, -1.270], [-2.600, -0.952, 0.521], [-2.888, 0.508, 0.937], [-2.226, 1.179, 0.386], [-2.737, 0.661, 2.003], [-4.330, 0.723, 0.487], [-5.043, 0.443, 1.265], [-4.542, 1.744, 0.179], [-2.795, -1.640, 1.358], [-1.159, -1.142, 0.078], [-0.809, -1.323, -1.055], [-0.334, -1.082, 1.128], [1.057, -1.197, 0.841], [1.605, 0.048, 0.194], [1.048, 1.288, 0.474], [1.538, 2.428, -0.141], [2.594, 2.356, -1.036], [3.163, 1.125, -1.309], [2.670, -0.018, -0.701], [3.242, -1.269, -1.011], [4.337, -1.602, -0.325], [5.343, -0.703, -0.455], [4.111, -1.667, 1.017], [4.699, -2.585, -0.663], [3.990, 1.045, -1.997], [2.968, 3.249, -1.511], [0.820, 3.953, 0.218], [0.232, 1.358, 1.176], [1.225, -2.053, 0.179], [1.539, -1.375, 1.806]], "forces_ev_per_angstrom": [[-0.29, 0.07, -0.30], [-0.17, 0.26, 0.27], [0.58, -0.36, -0.02], [-0.12, 0.04, -0.04], [0.12, -0.13, 0.12], [-0.06, -0.04, 0.11], [0.03, 0.00, 0.01], [0.08, 0.02, -0.02], [0.04, 0.08, -0.06], [-0.04, 0.00, -0.01], [-0.06, -0.04, -0.02], [0.12, 0.13, -0.08], [-0.44, -0.09, -0.12], [0.10, -0.03, -0.03], [-0.12, 0.13, 0.34], [0.40, -0.26, -0.18], [0.15, -0.17, -0.20], [0.11, 0.07, -0.09], [0.13, -0.35, -0.04], [-0.10, -0.01, 0.08], [-0.04, -0.24, 0.00], [-0.04, 0.17, 0.21], [-0.79, 0.60, -0.31], [1.10, -0.91, 0.38], [0.04, 0.22, -0.21], [-0.28, 0.00, 0.13], [-0.22, 0.35, 0.05], [0.05, -0.03, -0.06], [0.02, 0.09, -0.03], [-0.12, 0.27, 0.05], [-0.08, 0.04, 0.03], [-0.01, 0.13, 0.21], [-0.10, -0.02, -0.17]]}

***

# 4
{"formula": "C13H12ClIrN4O6", "method": "ωB97M-V/def2-TZVPD", "e_tot_ha": -1736.91935, "total_charge": 2, "largest_force_ev_per_a": 4.77, "de_lowest_kcal_mol": 1.1, "elements": ["Ir", "O", "C", "O", "C", "C", "Cl", "N", "N", "C", "C", "O", "O", "C", "C", "C", "C", "C", "C", "H", "H", "H", "H", "H", "H", "C", "O", "C", "O", "N", "N", "H", "H", "H", "H", "H", "H"], "xyz": [[-0.846, 0.139, 0.359], [2.904, -0.863, 4.465], [3.450, -0.949, 3.302], [4.666, -1.167, 3.148], [2.648, -0.761, 2.088], [3.093, -0.882, 0.754], [4.609, -1.357, 0.244], [2.053, -0.606, -0.048], [0.978, -0.313, 0.727], [1.321, -0.390, 1.998], [0.221, -0.059, 2.937], [0.350, -0.155, 4.135], [-0.864, 0.353, 2.313], [1.861, -0.561, -1.480], [2.889, -0.204, -2.328], [2.652, -0.170, -3.698], [1.405, -0.483, -4.212], [0.369, -0.823, -3.351], [0.597, -0.869, -1.987], [1.922, -0.616, 4.429], [3.857, 0.088, -1.949], [3.457, 0.115, -4.362], [1.239, -0.474, -5.280], [-0.602, -1.092, -3.744], [-0.213, -1.268, -1.353], [-5.555, -0.184, 0.151], [-4.804, 1.067, 0.328], [-3.527, 1.036, 0.227], [-2.846, 0.003, 0.008], [-2.901, 2.217, 0.352], [-1.493, 2.191, 0.300], [-6.584, 0.135, 0.039], [-5.425, -0.793, 1.040], [-5.201, -0.698, -0.736], [-3.404, 3.067, 0.575], [-1.113, 2.632, 1.138], [-1.162, 2.692, -0.526]], "forces_ev_per_angstrom": [[-0.03, 1.52, -0.66], [-1.80, 0.41, 0.69], [4.67, -0.79, -0.56], [-2.91, 0.46, 0.30], [-1.06, 0.34, 0.34], [0.26, -0.27, 0.18], [-0.33, 0.08, -0.18], [-0.30, 0.31, -0.71], [-0.19, -0.05, -1.44], [1.24, -0.47, 0.85], [0.87, -0.27, 1.13], [-0.60, 0.31, -0.84], [-0.83, 0.20, -0.10], [0.12, -0.11, 0.27], [0.11, 0.20, 0.04], [0.00, 0.00, 0.02], [-0.06, -0.05, -0.03], [-0.03, 0.07, -0.18], [-0.35, 0.11, 0.36], [1.11, -0.35, 0.32], [0.00, -0.08, 0.04], [0.01, -0.01, 0.00], [-0.01, 0.02, 0.00], [-0.01, 0.02, 0.00], [0.16, -0.23, -0.07], [-0.09, -0.14, 0.03], [0.41, 0.12, -0.19], [-0.48, -0.11, -0.01], [-0.16, -0.28, 0.23], [-0.11, 0.18, 0.09], [0.15, -1.22, 0.02], [0.00, 0.01, 0.01], [0.01, 0.01, 0.02], [0.00, 0.03, -0.03], [0.13, 0.11, 0.01], [0.06, -0.04, 0.10], [0.06, -0.04, -0.05]]}